# 1
62
Properties=species:S:1:pos:R:3:forces:R:3 method="wB97M-V/def2-TZVPD" orbital_gap_ev="6.1503 / 3.6939" spin_multiplicity=3 total_charge=+1 relative_energy_kcal_mol=63.87 homo_energy_ev="-9.935 / -10.269"
W 0.4693 0.1900 -0.2538 -3.2 -2.1 1.3
C 4.5416 -1.5809 1.7115 -0.2 0.0 0.2
O 4.8652 -0.3418 1.0588 0.2 -0.8 -0.5
C 4.3324 0.7690 1.5440 0.3 0.1 0.6
C 5.1771 1.6919 2.1177 0.2 -0.6 0.0
C 4.6943 2.9168 2.5115 -1.4 1.0 -0.4
C 3.3493 3.3077 2.1914 1.5 -0.6 0.3
C 2.5030 2.3911 1.6218 -0.9 0.7 -0.3
C 1.1661 2.7832 1.2710 -2.1 -0.9 -1.2
N 0.4640 2.0593 0.4035 2.8 1.7 1.7
N -0.7637 1.8177 0.1111 -1.3 0.2 -0.7
C -2.2425 -0.0739 0.3817 -0.4 0.6 -0.3
O -1.1732 -0.9472 0.0908 0.4 0.0 0.1
C -3.3804 -0.7133 1.2059 0.1 0.3 0.3
C -3.5240 -2.0755 1.0896 0.2 -0.7 0.0
C -4.4858 -2.7927 1.7818 -0.1 -0.4 -0.3
C -5.3874 -2.1518 2.6120 0.2 0.0 -0.4
C -5.2909 -0.7761 2.7137 0.0 0.8 0.2
C -4.2976 -0.0444 2.0440 0.2 -0.4 -0.2
C 2.9031 1.0121 1.3972 2.0 2.0 0.7
O 2.1616 0.1073 1.0310 -0.9 -1.8 -1.3
H 5.1610 -1.6916 2.5952 0.1 0.0 0.1
H 4.7470 -2.3875 1.0260 0.1 -0.1 -0.3
H 3.4976 -1.5893 1.9927 -0.2 -0.1 0.1
H 6.2188 1.4055 2.2615 -0.3 0.1 -0.1
H 5.3551 3.6222 2.9751 0.1 0.3 0.2
H 3.0406 4.3326 2.3420 -0.1 -0.1 0.1
H 0.6531 3.6290 1.7225 0.2 0.0 0.1
H -2.8257 -2.6007 0.4572 0.0 -0.1 -0.1
H -4.5501 -3.8643 1.6202 0.0 0.1 0.1
H -6.1623 -2.7160 3.1116 0.0 0.1 0.1
H -6.0176 -0.2429 3.3277 0.3 0.0 -0.1
H -4.2594 1.0312 2.1968 0.0 -0.1 -0.1
N 1.0603 -1.9641 -0.6275 0.2 0.3 0.1
C 1.4572 -2.3638 -1.9961 -0.5 0.4 -0.2
C 2.5849 -1.5093 -2.5425 0.3 0.0 -0.5
C 2.2119 -0.0845 -2.9448 0.5 0.1 0.6
N 2.0307 0.8146 -1.7475 0.5 -0.6 0.2
H 1.7786 -2.2196 0.0398 0.2 -0.1 0.1
H 0.2240 -2.4669 -0.3354 -0.2 0.1 0.0
H 0.5561 -2.2467 -2.6180 0.3 0.0 0.1
H 1.7566 -3.4031 -2.0233 0.0 -0.3 0.1
H 2.9031 -1.9628 -3.4908 0.0 -0.1 0.3
H 3.4800 -1.5377 -1.8852 -0.4 0.1 -0.2
H 1.2982 -0.0640 -3.5248 -0.2 0.0 0.1
H 3.0223 0.3093 -3.5572 0.0 0.2 0.0
H 1.7702 1.7402 -2.0448 -0.2 0.4 -0.3
H 2.9381 0.9269 -1.2857 -0.1 -0.1 -0.2
Cl -6.2197 0.9818 -2.9452 0.8 -0.1 0.2
C -4.4943 0.7472 -2.6149 -0.8 0.1 -1.1
C -3.6057 0.7558 -3.6761 -0.1 0.3 -0.6
C -2.2652 0.5848 -3.4189 0.3 -0.1 0.4
C -1.8235 0.3669 -2.1082 0.8 -0.2 -0.1
O -0.4715 0.1165 -1.9968 0.1 0.7 0.0
C -2.7163 0.3638 -1.0178 0.2 -0.3 -0.5
C -1.5118 1.0169 1.2240 1.0 -0.6 0.3
O -0.4542 0.4340 1.8680 0.0 0.3 -0.8
C -4.0537 0.5305 -1.3443 0.0 0.3 0.9
H -3.9371 0.9118 -4.7031 -0.1 0.0 0.4
H -1.5140 0.6013 -4.2122 -0.3 -0.1 0.2
H -2.1760 1.6179 1.8190 -0.1 0.5 0.4
H -4.7686 0.5258 -0.5546 -0.5 -0.1 0.5

# 2
36
Properties=species:S:1:pos:R:3:forces:R:3 method="wB97M-V/def2-TZVPD" orbital_gap_ev=7.7939 relative_energy_kcal_mol=28.12 homo_energy_ev=-7.733
Y 10.1081 23.1699 18.1745 -0.5 0.0 0.4
Br 9.3592 25.7334 19.2669 0.4 -0.5 -0.3
Br 8.1874 23.0852 16.0888 0.1 0.0 0.1
Br 11.1907 20.6226 17.5144 0.0 0.1 0.2
C 13.2324 24.4496 19.2173 -1.1 -0.5 -2.6
O 12.2721 23.6868 19.0372 0.6 0.6 0.9
N 14.3213 24.0889 19.8924 0.1 -0.6 0.8
N 13.3820 25.5841 18.4919 0.2 0.7 0.0
H 14.2410 23.2034 20.3657 0.5 0.2 0.1
H 15.0859 24.7283 19.9813 0.2 -0.3 0.4
H 12.6168 26.0319 18.0153 -0.3 -0.2 0.3
H 14.2483 26.0851 18.5623 -0.1 0.3 0.1
C 10.8934 21.7028 21.3039 1.1 -0.1 0.1
O 10.5021 22.4900 20.4545 -0.4 0.0 0.6
N 11.0584 21.9956 22.6260 -0.5 0.5 -0.3
N 11.3493 20.4661 21.0089 -0.3 -0.8 -0.9
H 10.8099 22.9098 22.9611 0.1 -0.1 0.1
H 11.5485 21.3281 23.1848 0.0 0.2 0.4
H 11.6909 19.8231 21.6957 -0.1 0.0 0.2
H 11.2449 20.1247 20.0593 0.2 0.3 -0.2
C 12.3426 23.8553 15.5796 -1.3 1.3 -1.2
O 11.4304 23.8611 16.4025 0.3 -0.4 -0.1
N 13.6893 23.7686 15.8218 1.4 -0.8 0.2
N 12.1062 24.1239 14.2766 -0.7 0.3 0.2
H 13.9599 23.0375 16.4670 -0.1 0.4 0.4
H 14.0648 24.6832 16.0248 0.2 -0.2 0.2
H 12.8659 24.2856 13.6426 0.1 -0.3 0.1
H 11.1895 24.4543 14.0088 0.0 -0.2 0.1
C 7.3889 21.3202 19.4797 -1.0 -2.5 -2.1
O 8.3157 22.0359 19.1254 0.0 0.2 1.0
N 6.2804 21.1991 18.7280 -1.0 1.2 -0.8
N 7.4820 20.3056 20.3977 2.4 0.8 1.1
H 5.5350 20.5566 18.9116 0.2 -0.2 0.3
H 6.2568 21.6369 17.8154 0.2 0.4 0.3
H 8.4526 20.0494 20.5197 -0.2 0.0 0.5
H 6.8205 19.6323 20.7259 -0.6 0.2 -0.5

# 3
84
Properties=species:S:1:pos:R:3:forces:R:3 method="wB97M-V/def2-TZVPD" orbital_gap_ev=3.3097 total_charge=-2 homo_energy_ev=0.110
Cu -0.2539 0.0460 0.1446 0.3 -0.3 0.4
S 1.8928 -0.6347 -0.1982 0.7 -0.2 0.0
C 2.5242 -0.4441 1.4269 0.1 -0.1 0.0
C 3.9120 -0.5128 1.6428 0.0 0.0 0.1
C 4.4932 -0.3739 2.8960 0.0 0.0 0.0
C 3.6796 -0.1634 4.0049 0.0 0.0 0.0
C 2.3016 -0.1108 3.8276 0.1 0.0 -0.1
C 1.6904 -0.2504 2.5703 -0.1 0.0 0.1
S -0.0667 -0.2127 2.4680 0.2 0.1 0.3
H 4.5405 -0.6908 0.7769 0.0 0.0 0.0
H 5.5731 -0.4328 3.0071 0.0 0.0 0.0
H 4.1101 -0.0554 4.9967 0.0 0.0 0.0
H 1.6494 0.0296 4.6836 0.0 0.0 0.0
N -1.7869 -0.1513 -0.9654 -0.8 0.1 -0.5
P -2.8498 0.8388 -0.5024 -0.6 0.0 -0.3
C -3.6383 0.6637 1.1688 0.1 -0.1 0.0
C -4.5929 1.5174 1.7199 0.0 0.0 0.0
C -5.1311 1.2608 2.9741 0.0 0.0 0.0
C -4.7197 0.1437 3.6915 0.0 0.0 0.0
C -3.7871 -0.7242 3.1407 0.0 0.0 0.0
C -3.2599 -0.4694 1.8815 0.0 0.0 0.0
C -2.6585 2.6899 -0.6324 0.0 -0.1 -0.1
C -2.6340 3.2255 -1.9213 -0.1 0.0 0.1
C -2.4861 4.5878 -2.1332 0.0 0.0 0.0
C -2.3391 5.4441 -1.0486 0.0 0.0 0.0
C -2.3162 4.9200 0.2365 0.0 0.0 0.0
C -2.4693 3.5538 0.4410 0.0 0.0 0.1
C -4.3986 0.6617 -1.5379 0.0 0.0 0.0
C -5.4255 1.5938 -1.6768 0.0 -0.1 0.0
C -6.5410 1.3157 -2.4586 0.0 0.0 0.0
C -6.6468 0.0952 -3.1120 0.0 0.0 0.0
C -5.6271 -0.8409 -2.9854 0.0 0.0 0.0
C -4.5130 -0.5553 -2.2070 0.0 0.0 -0.1
H -4.9253 2.3897 1.1684 0.0 0.0 0.0
H -5.8647 1.9391 3.3971 0.0 0.0 0.0
H -5.1211 -0.0400 4.6823 0.0 0.0 0.0
H -3.4462 -1.5857 3.7016 0.0 0.0 0.0
H -2.5153 -1.1236 1.4406 0.0 0.0 0.0
H -2.7399 2.5490 -2.7628 0.0 0.0 0.0
H -2.4756 4.9836 -3.1430 0.0 0.0 0.0
H -2.2308 6.5116 -1.2064 0.0 0.0 0.0
H -2.1757 5.5797 1.0862 0.0 0.0 0.0
H -2.4261 3.1525 1.4471 0.0 0.0 0.0
H -5.3513 2.5554 -1.1814 0.0 0.0 0.0
H -7.3293 2.0539 -2.5619 0.0 0.0 0.0
H -7.5180 -0.1220 -3.7206 0.0 0.0 0.0
H -5.7037 -1.7928 -3.4995 0.0 0.0 0.0
H -3.6818 -1.2469 -2.1063 0.0 0.0 0.0
Cl 5.5464 7.3336 6.7556 0.0 0.0 0.1
C 4.8772 6.6970 5.2775 -0.1 0.0 -0.1
C 4.6999 7.5361 4.1922 0.0 0.0 0.0
C 4.1616 7.0119 3.0270 0.0 0.0 -0.1
C 3.7977 5.6755 2.9253 0.0 0.0 0.0
C 3.1627 5.1332 1.6646 -0.1 0.0 0.0
C 1.6408 5.0841 1.7909 0.0 0.0 0.1
N 1.0703 4.1224 0.8915 -0.1 0.0 -0.1
C 0.9611 4.2391 -0.4794 -0.1 -0.1 0.0
C 0.5457 3.0154 -0.9167 0.0 0.1 0.1
N 0.3923 2.1630 0.1459 0.0 0.6 -0.1
C 0.7221 2.8401 1.2070 0.1 0.0 0.1
O 3.4642 5.9389 0.5390 0.1 0.3 0.2
C 4.5387 5.4482 -0.2553 0.0 -0.2 -0.2
C 4.0434 4.4692 -1.2730 0.2 0.0 0.0
C 4.1000 3.1140 -1.1258 -0.2 -0.1 -0.2
Cl 4.7605 2.2600 0.1985 0.0 -0.2 0.0
S 3.3209 2.2697 -2.3987 0.1 0.0 0.0
C 2.9558 3.7472 -3.1910 0.1 -0.2 0.1
C 3.3776 4.8254 -2.4802 0.1 0.1 -0.1
C 3.9938 4.8581 4.0384 0.0 -0.1 -0.1
Cl 3.5753 3.1789 3.9663 0.0 0.0 0.0
C 4.5324 5.3595 5.2140 0.0 0.0 0.1
H 4.9790 8.5783 4.2654 0.0 0.0 0.0
H 4.0214 7.6414 2.1580 0.0 0.0 0.0
H 3.5039 4.1094 1.5040 0.0 0.0 0.0
H 1.2574 6.0850 1.5736 -0.1 0.0 0.1
H 1.3604 4.8080 2.8075 0.0 0.0 0.0
H 1.1674 5.1645 -0.9907 0.0 -0.1 0.1
H 0.3481 2.6761 -1.9211 -0.1 0.1 0.1
H 0.7223 2.4375 2.2124 0.0 0.0 0.0
H 5.2984 4.9768 0.3753 0.0 0.1 0.0
H 4.9837 6.3177 -0.7428 0.0 0.0 0.0
H 2.4081 3.7308 -4.1195 0.0 0.0 0.0
H 3.2110 5.8512 -2.7828 0.0 0.0 0.0
H 4.6806 4.7104 6.0654 0.0 0.0 0.0

# 4
113
Properties=species:S:1:pos:R:3:forces:R:3 method="wB97M-V/def2-TZVPD" orbital_gap_ev=5.1902 total_charge=-2 relative_energy_kcal_mol=12.68 homo_energy_ev=-1.784
Bi -1.4196 0.2110 0.3266 -0.2 -0.9 -0.5
Cl 1.2658 -4.8177 4.8186 -0.4 0.1 -0.3
C 0.3043 -3.9855 3.5847 1.6 -0.4 1.2
C -0.7621 -4.6015 3.0150 -0.4 -0.8 0.3
Cl -1.2558 -6.1636 3.5479 0.0 -0.6 0.1
C -1.5354 -3.9374 2.0847 0.1 1.2 -1.0
Cl -2.7548 -4.7668 1.1531 0.0 0.2 0.3
C -1.2511 -2.5988 1.7525 -0.3 -0.4 0.4
O -2.0258 -1.9529 0.9214 0.7 0.8 0.0
C -0.0753 -1.9564 2.3462 -0.1 0.4 -1.3
O 0.2545 -0.7619 1.9510 -0.7 -0.2 0.1
C 0.7100 -2.7087 3.2169 -0.7 0.6 0.0
Cl 2.0070 -1.8581 3.9815 0.3 -0.2 0.1
Cl -6.5626 5.4495 -2.4733 -0.1 0.2 -0.2
C -5.3340 4.6889 -1.4969 0.2 0.1 -0.2
C -5.6828 3.5454 -0.7789 -0.4 0.1 -0.9
C -4.7580 2.9145 -0.0274 -0.3 -0.1 1.6
Cl -5.2950 1.6330 1.0529 0.2 0.0 -0.4
C -3.4496 3.4604 0.2639 -0.1 0.0 -1.0
O -2.6973 2.9613 1.1028 0.7 -0.4 0.6
C -3.1327 4.5834 -0.5843 1.2 0.5 -0.7
C -1.8251 5.2282 -0.6764 1.1 0.6 2.1
O -0.7954 5.0119 -0.0309 -0.7 -0.6 -0.6
C -4.0559 5.1659 -1.4489 -0.8 0.4 -0.1
H -6.6759 3.1600 -0.9471 -0.1 -0.2 0.4
H -1.7707 6.1905 -1.2298 -0.6 -0.3 -0.7
H -3.7920 6.0414 -2.0473 0.1 -0.3 0.2
C 3.3418 -5.0492 -2.6126 -0.6 0.4 0.5
C 2.5851 -4.0730 -3.4910 -1.0 -0.4 0.1
C 3.5857 -3.3430 -4.3330 1.1 -0.5 -0.6
C 1.6522 -4.9008 -4.4217 1.7 -0.8 -0.1
C 1.8188 -3.0870 -2.6260 0.2 -0.1 -1.0
C 0.4999 -3.3128 -2.2952 0.9 1.6 1.2
C -0.1186 -2.3829 -1.4775 -1.1 0.7 -0.2
N 0.4721 -1.2499 -1.1005 0.5 0.2 0.2
C 1.7293 -0.9781 -1.4913 -0.6 -0.4 -0.1
C 2.4341 -1.8894 -2.2774 -0.8 0.1 1.1
C 2.2939 0.3613 -1.1145 0.1 -0.9 -0.7
C 3.6624 0.5945 -1.2207 -0.2 -0.6 0.3
C 4.1704 1.8153 -0.7919 -0.7 -0.4 0.3
C 3.2316 2.7410 -0.3101 1.1 0.7 -0.7
C 1.8824 2.4651 -0.4010 0.0 0.3 -0.2
N 1.4177 1.2916 -0.7940 -0.5 0.1 0.6
C 5.6603 1.9946 -0.7619 0.6 0.0 -0.1
C 6.2955 1.7854 -2.1229 -2.2 -1.8 -1.6
C 6.2943 0.9508 0.1580 0.5 -0.7 -0.8
C 6.0793 3.3793 -0.3448 -0.3 1.3 -0.2
H 3.8252 -5.7130 -3.2716 1.2 -0.8 -0.8
H 2.6712 -5.7009 -2.0595 -0.1 0.3 0.6
H 4.0530 -4.4915 -1.9996 0.0 -0.4 0.3
H 4.2978 -4.1070 -4.6748 -0.1 0.3 -0.5
H 4.1973 -2.6123 -3.8149 0.0 -0.1 0.1
H 3.1110 -2.8290 -5.1547 -0.1 0.1 -0.4
H 2.2602 -5.6296 -5.0508 -0.5 1.0 0.6
H 1.0777 -4.2738 -5.0556 -0.5 0.7 -0.7
H 0.9679 -5.5290 -3.8876 -0.4 -0.3 0.6
H -0.0193 -4.1453 -2.6159 -1.0 -1.5 -0.6
H -1.2022 -2.4278 -1.2143 1.1 -0.3 0.0
H 3.4438 -1.6955 -2.5642 0.1 0.2 0.0
H 4.2767 -0.2604 -1.5498 -0.1 0.9 0.3
H 3.5482 3.7559 -0.0343 -0.2 -0.6 0.1
H 1.1585 3.2493 -0.2260 -0.2 0.0 0.3
H 5.8723 0.8613 -2.6398 0.3 1.0 0.7
H 7.3220 1.5656 -2.0606 1.5 0.2 0.2
H 6.0805 2.5980 -2.8012 0.2 0.4 -0.2
H 6.1596 -0.0960 -0.2854 0.3 1.4 0.9
H 5.9126 1.0355 1.1511 -0.6 -0.3 0.7
H 7.3591 1.2150 0.2484 -0.1 -0.4 -0.2
H 5.6728 4.1408 -1.0528 0.3 -0.5 0.4
H 7.1599 3.4521 -0.3543 0.3 0.0 -0.1
H 5.7732 3.6896 0.6472 -0.3 -0.2 0.3
C -1.8950 3.6328 6.4305 -0.1 0.8 0.2
P -0.8714 3.4543 4.8652 -0.1 0.3 0.3
C -1.7163 4.6687 3.7035 0.4 -0.2 0.9
C -1.5562 1.9083 4.1612 -1.0 0.4 -0.8
C -1.3674 0.5914 4.9320 0.2 0.4 1.0
P -2.7512 -0.5754 4.5274 0.2 -0.6 -0.2
C -3.9817 0.1500 5.6902 0.0 -1.0 0.6
C -2.2835 -2.1013 5.5071 0.2 -0.1 0.2
H -2.8935 3.2036 6.2863 0.1 0.1 0.1
H -1.9826 4.7081 6.7025 -0.2 -0.4 -0.6
H -1.4542 3.2445 7.3592 0.1 -0.5 -0.5
H -2.8071 4.6453 3.7389 0.0 0.0 0.1
H -1.4208 4.4660 2.6817 0.1 -0.2 -0.2
H -1.3221 5.6484 3.9862 -0.3 0.1 -0.1
H -1.0587 1.9099 3.1567 -0.5 -0.5 0.7
H -2.6451 2.1071 3.9402 0.9 -0.2 0.1
H -1.3684 0.7356 6.0726 0.2 0.0 -1.4
H -0.3998 0.2006 4.6178 0.0 -0.4 0.2
H -3.5205 0.4077 6.6593 -0.1 0.1 -0.3
H -4.7586 -0.6099 5.8893 0.2 0.4 -0.2
H -4.4331 1.0049 5.2255 -0.3 0.5 -0.1
H -2.0283 -1.8210 6.5453 -0.1 -0.2 -0.2
H -1.3914 -2.5717 5.0650 -0.2 0.3 0.0
H -3.0505 -2.9111 5.5203 0.2 0.8 -0.1
C -3.8507 -2.4766 -2.0194 -0.3 -1.0 1.2
C -2.9983 -1.8579 -3.0359 1.2 1.1 0.4
C -2.8358 -2.4406 -4.2684 -0.4 -1.1 -0.5
C -1.8919 -2.0117 -5.1828 -0.3 -0.1 -0.4
C -1.1954 -0.8462 -4.8997 0.8 -0.1 -1.1
C -1.3550 -0.1512 -3.7295 -0.8 -0.2 1.8
C -0.6366 1.1452 -3.4728 0.0 -0.3 -1.6
C -2.2262 -0.6940 -2.6744 0.3 0.2 -0.6
N -2.3121 -0.1331 -1.4363 0.1 0.3 -0.7
H -4.2202 -3.4551 -2.3456 -0.2 0.2 -0.1
H -4.6635 -1.8343 -1.7389 -0.7 0.4 0.0
H -3.3633 -2.6553 -1.0432 0.2 0.2 -0.4
H -3.4749 -3.3140 -4.5160 0.5 0.5 0.2
H -1.7636 -2.5342 -6.1320 0.0 0.2 0.2
H -0.4760 -0.5046 -5.6706 -0.4 0.1 0.6
H -1.3786 1.9304 -3.2722 0.3 0.0 0.0
H -0.0427 1.3679 -4.4106 -0.6 0.1 1.0
H 0.0408 1.0678 -2.6436 0.2 0.1 0.4

Let's list max |F| in order: 0.079 0.065 0.019 0.063 hartree/bohr.
Let's list calculated total energy in order: -2090.4791 -8661.8410 -6340.0059 -5869.7131 hartree.